[1]
# C44H43IN7O4Pb

A molecular structure, C44H43IN7O4Pb (ωB97M-V/def2-TZVPD, the OMol25 dataset).

XYZ file:
```
100
Properties=species:S:1:pos:R:3:forces:R:3
Pb -0.3733 0.5002 -1.2160 0.227 0.109 0.006
C 4.5095 -4.5256 -2.6167 0.000 -0.002 -0.002
C 3.6465 -3.3003 -2.7363 -0.003 0.019 0.010
C 2.9568 -2.9935 -3.8869 -0.003 0.028 0.019
C 2.2255 -1.7949 -4.0368 0.010 -0.008 0.020
C 1.7276 -1.5689 -5.3518 0.018 -0.032 -0.007
N 1.6254 -0.4503 -6.0059 -0.006 -0.018 -0.005
C 2.2511 0.8368 -5.6827 0.025 0.088 -0.028
C 1.3441 2.0096 -6.0279 -0.046 -0.023 0.019
C 0.3479 2.2530 -4.9086 0.015 0.002 -0.048
N -0.6224 3.2747 -5.3127 0.017 -0.029 -0.019
C -1.2486 4.1837 -4.6209 0.023 -0.008 0.010
C -1.3169 4.4886 -3.2363 0.011 0.059 0.015
C -1.8297 5.7880 -2.9810 0.006 -0.022 0.006
C -1.9346 6.3250 -1.7237 -0.002 0.000 0.021
C -2.4652 7.7083 -1.4694 0.004 -0.003 -0.008
C -1.5373 5.4950 -0.6718 -0.003 0.010 -0.036
C -1.0903 4.1913 -0.8398 0.031 -0.078 -0.080
C -0.7560 3.4827 0.3854 0.030 -0.007 0.021
N -0.4817 2.2479 0.5516 -0.071 0.048 -0.060
C -0.2407 1.8166 1.9316 -0.069 0.031 0.038
C 0.9658 0.8869 2.0529 0.040 -0.034 0.041
C 2.0782 1.1818 1.0478 -0.005 0.002 0.016
N 1.8398 0.4415 -0.1930 0.041 -0.087 -0.074
C 2.7172 -0.4174 -0.5433 -0.097 0.042 -0.004
C 2.7156 -1.2582 -1.7338 0.011 0.014 -0.012
C 3.5339 -2.3813 -1.6913 -0.015 0.003 -0.029
C 1.9924 -0.9263 -2.9210 0.026 -0.093 0.044
O 1.1589 0.0504 -2.9919 -0.020 0.062 -0.003
C -0.9648 3.6272 -2.1460 0.163 0.069 0.163
O -0.5497 2.4298 -2.3502 -0.301 -0.097 -0.063
H 4.2370 -5.2720 -3.3610 0.005 0.002 0.003
H 4.4151 -4.9815 -1.6318 -0.009 -0.002 -0.003
H 5.5618 -4.2781 -2.7647 -0.001 0.004 -0.002
H 3.0212 -3.6668 -4.7357 0.000 -0.001 0.000
H 1.4542 -2.4465 -5.9327 -0.002 0.006 0.003
H 1.2802 -0.5263 -6.9553 -0.011 -0.007 0.007
H 3.1702 0.8890 -6.2686 -0.001 -0.032 0.002
H 2.5148 0.8403 -4.6301 0.004 0.027 -0.016
H 0.8347 1.8107 -6.9780 0.008 0.025 -0.021
H 1.9600 2.8973 -6.1803 0.018 -0.016 0.011
H 0.8638 2.5851 -4.0155 0.005 0.029 -0.020
H -0.1840 1.3380 -4.6544 0.011 0.001 0.001
H -0.8036 3.3123 -6.3078 0.000 -0.016 -0.002
H -1.8131 4.8622 -5.2534 -0.011 0.001 0.000
H -2.1303 6.3904 -3.8318 -0.003 0.004 0.003
H -2.4862 8.2970 -2.3846 -0.005 -0.001 0.001
H -1.8487 8.2376 -0.7433 0.004 0.002 -0.005
H -3.4810 7.6696 -1.0737 0.002 -0.002 0.001
H -1.5967 5.8848 0.3402 0.000 -0.004 0.001
H -0.7663 4.1267 1.2709 -0.009 -0.018 -0.001
H -1.1382 1.3035 2.2855 0.011 -0.006 0.023
H -0.0963 2.6964 2.5646 -0.007 0.006 -0.007
H 0.6599 -0.1579 1.9491 0.016 -0.002 -0.016
H 1.3631 0.9872 3.0637 -0.004 -0.016 -0.003
H 3.0505 0.8988 1.4583 -0.003 0.002 0.011
H 2.1184 2.2437 0.7957 0.011 -0.016 0.001
H 3.5883 -0.5584 0.1048 -0.003 0.006 -0.001
H 4.0940 -2.5653 -0.7789 0.001 -0.007 -0.005
O -1.6469 -1.8270 2.5421 -0.002 -0.170 0.108
C -1.5948 -2.7798 3.2675 0.077 0.173 -0.057
N -2.8050 -3.1598 3.9435 -0.071 -0.086 0.062
C -3.0493 -3.8197 5.0819 0.023 0.008 0.015
C -0.1824 -4.5877 3.9888 0.145 -0.034 -0.051
O 0.2362 -5.5464 4.4590 -0.056 0.031 -0.020
N -0.4695 -3.5464 3.4150 -0.164 -0.009 0.022
C -2.0167 -3.9907 6.0825 -0.017 0.009 0.016
C -1.1017 -2.9564 6.3432 -0.020 0.009 0.024
C -0.1528 -3.1150 7.3312 -0.003 0.018 -0.008
C -0.0896 -4.3079 8.0483 -0.011 -0.024 0.002
C -0.9870 -5.3380 7.7952 0.012 0.017 0.004
C -1.9614 -5.1777 6.8287 -0.016 -0.013 -0.015
C -4.3948 -4.2968 5.2998 0.048 0.019 -0.027
C -4.9027 -4.3619 6.6073 -0.004 0.019 0.037
C -6.1993 -4.7867 6.8227 -0.002 0.000 -0.003
C -6.9902 -5.1663 5.7457 0.005 0.002 -0.019
C -6.4942 -5.1172 4.4436 -0.015 -0.005 0.019
C -5.2093 -4.6761 4.2169 0.045 0.008 -0.025
H -3.6141 -2.8047 3.4461 0.006 0.008 -0.021
H -1.1760 -2.0163 5.8089 0.003 -0.005 0.021
H 0.5310 -2.3094 7.5600 0.002 0.000 -0.002
H 0.6613 -4.4293 8.8176 0.002 -0.001 -0.001
H -0.9271 -6.2613 8.3541 -0.003 -0.001 0.001
H -2.6579 -5.9782 6.6170 0.011 -0.004 0.001
H -4.2922 -4.0369 7.4387 -0.019 -0.001 0.007
H -6.5981 -4.8181 7.8269 0.005 0.001 0.002
H -8.0022 -5.5076 5.9190 -0.001 -0.002 -0.002
H -7.1118 -5.4380 3.6166 0.001 -0.001 -0.002
H -4.8096 -4.6864 3.2098 -0.015 0.002 -0.008
I 5.7283 1.6071 -4.2106 0.026 -0.035 -0.003
C 4.2459 2.8624 -3.4666 -0.012 0.037 0.003
C 3.9370 4.0631 -4.0877 0.000 0.011 0.010
C 2.9569 4.8615 -3.5153 -0.002 -0.020 0.007
C 2.3319 4.4247 -2.3560 0.059 -0.014 -0.025
N 2.6210 3.2676 -1.7597 -0.084 0.040 0.038
C 3.5655 2.5113 -2.3070 0.002 -0.043 -0.019
H 4.4645 4.3808 -4.9779 -0.005 0.001 -0.001
H 2.7029 5.8209 -3.9461 -0.001 -0.004 -0.003
H 1.5794 5.0397 -1.8769 -0.037 0.016 0.017
H 3.8068 1.5844 -1.7984 -0.001 0.029 -0.041
```
Positions in Å, forces in eV/Å.

Calculated values
* net charge: +3
* HOMO: -0.527 Ha
* relative energy (zero: lowest compared OMol25 entry of this formula, charge and spin): 0.0000 eV

Löwdin atomic charge list, values in e, 4 entries: 1.484 -0.030 -0.247 0.037

---

[2]
# C44H44Br2F4N6PW

A molecular structure, C44H44Br2F4N6PW in a non-equilibrium geometry (ωB97M-V/def2-TZVPD, the OMol25 dataset).

XYZ file:
```
102
Properties=species:S:1:pos:R:3:forces:R:3
W 0.7844 0.0177 -0.5235 0.153 -0.888 -1.304
F 6.9544 -0.4898 3.2718 -0.257 0.001 0.351
C 5.6651 -0.3776 3.0502 0.017 0.232 -0.554
C 4.7329 -0.2795 4.0815 0.763 -0.745 -0.263
F 5.1377 -0.3696 5.3232 0.001 0.211 0.197
C 3.3848 -0.2731 3.7735 -0.010 0.387 -1.159
F 2.5146 -0.2605 4.7648 -0.106 0.103 -0.039
C 2.9629 -0.2172 2.4297 0.129 0.018 0.063
P 1.1835 -0.0115 2.1215 0.340 0.619 -0.944
C 0.7855 1.6493 2.8033 0.875 -0.492 0.051
C 1.7500 2.6279 3.0199 0.564 1.080 0.450
C 1.3603 3.8615 3.5468 -0.721 -1.078 0.427
C 0.0846 4.0853 4.0523 -0.912 -0.676 -1.653
C -0.9286 3.1532 3.7118 2.246 0.156 -0.375
C -0.5268 1.9980 3.0341 -1.880 -0.809 0.616
C 0.4696 -1.3996 3.0254 -0.018 -0.057 0.328
C 0.9600 -2.6941 2.8059 -1.682 1.059 0.724
C 0.4215 -3.7488 3.4762 -0.084 -0.265 1.088
C -0.4721 -3.5089 4.5245 -0.491 -0.026 0.751
C -0.9508 -2.2240 4.8434 1.223 -0.611 -1.440
C -0.4692 -1.1855 4.0156 -1.322 0.963 0.833
C 3.9301 -0.3035 1.4025 -1.273 0.352 0.709
Br 3.3992 -0.2794 -0.4619 0.316 -0.001 0.977
C 5.2587 -0.3823 1.7050 0.335 -0.514 0.439
F 6.1665 -0.6113 0.7758 0.107 0.267 -0.207
H 2.8298 2.6248 2.8330 -0.426 -0.898 -0.257
H 2.0860 4.6204 3.6097 0.827 0.808 0.298
H -0.1476 5.0460 4.4640 -0.179 0.210 0.457
H -1.9594 3.3139 3.8957 -0.724 0.202 0.338
H -1.2988 1.2468 2.7919 0.257 0.583 0.033
H 1.6674 -2.9086 2.1027 2.056 -0.197 -1.738
H 0.8056 -4.7474 3.2874 -0.202 0.080 0.092
H -0.7492 -4.3592 5.1475 -0.166 0.225 -0.169
H -1.6221 -2.0723 5.6825 0.092 0.135 -0.240
H -0.8558 -0.1501 4.1381 0.370 -1.018 0.281
C 0.4093 -3.7570 -2.8326 0.715 -0.337 0.164
N -0.0041 -3.1633 -1.5670 -0.136 0.433 0.389
C 0.7880 -3.5237 -0.3843 -0.314 0.589 -0.276
C -0.9959 -2.2697 -1.4549 -0.062 -1.180 -1.770
N -0.8001 -1.2392 -0.5587 -0.630 -0.187 0.565
C -1.8994 -1.0514 0.3840 -0.133 0.245 -1.239
C -2.4469 -2.1600 0.9393 -2.003 -0.506 1.542
C -3.7006 -2.0120 1.6955 0.116 1.034 -0.824
C -4.3526 -0.7847 1.7673 -0.136 -2.362 0.952
C -3.7599 0.3458 1.2141 0.203 -0.137 0.317
C -4.3531 1.5861 1.4566 -0.147 0.417 -0.754
C -3.7885 2.7116 0.9540 -0.527 1.586 0.172
C -2.5693 2.6984 0.2706 0.057 -0.298 -0.265
C -1.9906 1.4572 0.0800 1.423 0.033 -1.503
N -0.7058 1.3324 -0.6097 -1.263 1.732 0.507
C -0.2158 2.2663 -1.4470 -0.617 -0.065 -0.425
N 1.1744 2.2677 -1.2693 1.440 -0.016 -1.012
C 2.0981 2.5375 -2.4058 -0.876 0.870 -0.761
C 1.5764 3.0701 -0.1236 0.189 1.841 0.676
N -0.8450 2.9509 -2.3757 -0.329 -0.872 0.854
C -2.2071 2.5903 -2.7917 0.466 0.424 -0.056
C -0.3424 4.1737 -2.9790 -0.474 0.893 -0.166
C -2.5465 0.2283 0.5004 0.242 0.592 0.738
N -2.0510 -2.4269 -2.2942 -0.288 2.093 1.480
C -2.4176 -3.6324 -2.9582 -0.052 -1.197 -0.768
C -3.1320 -1.3760 -2.4443 1.757 -1.217 -0.922
H 1.4792 -3.5910 -2.9355 0.112 0.275 -0.098
H -0.1067 -3.3525 -3.6847 -0.065 0.447 -0.107
H 0.2981 -4.8312 -2.8692 -0.268 -0.393 0.257
H 1.8222 -3.2657 -0.5628 0.514 -0.032 -0.018
H 0.6944 -4.5901 -0.2799 0.146 -0.508 0.356
H 0.4518 -2.9983 0.5284 -0.102 -0.493 -0.802
H -2.0219 -3.1755 0.8245 -0.156 0.792 0.059
H -4.2349 -2.8293 2.1581 0.489 -0.416 -0.078
H -5.3118 -0.7035 2.3442 1.061 -0.065 -0.732
H -5.3184 1.6427 1.9252 -0.131 -0.097 0.330
H -4.3085 3.6732 1.0727 0.313 -0.464 0.036
H -2.1884 3.6677 -0.1169 0.068 -1.014 0.348
H 1.7720 2.1794 -3.3722 -0.321 -0.454 0.137
H 3.0507 2.1733 -2.1909 1.374 -1.352 0.560
H 2.3495 3.5747 -2.5602 -0.537 0.769 0.340
H 0.9583 2.8205 0.7289 -0.003 0.020 0.091
H 1.4490 4.1802 -0.3219 0.215 -1.166 0.080
H 2.6332 2.8905 0.1069 -0.283 -0.045 -0.062
H -2.4403 1.5959 -2.4806 -0.314 -0.397 0.495
H -2.1634 2.5613 -3.8621 -0.212 0.231 -0.731
H -2.9355 3.3371 -2.4561 0.119 -0.306 -0.001
H 0.5480 4.4788 -2.4235 -0.475 0.405 -0.204
H -1.2172 4.9135 -2.8625 1.698 -0.759 -0.465
H -0.0469 4.0011 -4.0411 -0.506 0.265 0.707
H -1.8169 -4.4847 -2.7051 0.400 -0.157 0.295
H -2.3225 -3.5008 -4.0505 -0.414 -0.083 0.398
H -3.4182 -3.9266 -2.6556 -0.353 0.251 -0.284
H -2.6108 -0.5213 -2.0868 -0.439 1.150 0.462
H -4.0178 -1.6838 -1.8770 0.176 0.344 -0.221
H -3.2985 -1.2482 -3.5469 -0.205 -0.229 1.089
Br 1.7357 -1.2413 -7.3502 -0.308 0.262 0.406
C 1.5397 -0.7761 -5.5130 0.085 0.046 -0.733
C 0.3808 -0.1683 -5.0249 0.808 -0.636 1.236
C 0.3222 -0.0074 -3.6141 -1.407 -0.427 -0.251
C 1.3254 -0.3984 -2.6813 -0.263 0.328 -0.564
C 2.5028 -0.8791 -3.3070 -0.181 -0.911 -0.456
C 2.6047 -1.1202 -4.6872 -1.084 0.645 0.590
H -0.4616 0.0198 -5.6901 0.210 0.169 0.301
H -0.6885 0.2897 -3.2413 0.907 -0.019 -0.184
H 3.3417 -1.2989 -2.7700 0.077 0.197 0.348
H 3.4330 -1.6183 -5.1592 0.412 0.001 0.293
```
Positions in Å, forces in eV/Å.

Calculated values
* spin multiplicity: 3
* net charge: +3
* HOMO (spin up / spin down): -0.568 / -0.575 Ha

Löwdin atomic charge list, values in e, 4 entries: 1.358 0.197 -0.097 -0.117

---

One value per record, in order, for M: 1067.98, 1107.49 g/mol.